[1]
{"formula": "C28H67F6N5O9Sr", "method": "ωB97M-V/def2-TZVPD", "symbols": ["Sr", "C", "O", "O", "C", "F", "F", "F", "C", "C", "H", "H", "H", "H", "H", "H", "C", "O", "O", "C", "F", "F", "F", "C", "C", "H", "H", "H", "H", "H", "H", "C", "C", "C", "O", "C", "N", "H", "H", "H", "H", "H", "H", "H", "H", "H", "H", "H", "C", "C", "C", "O", "C", "N", "H", "H", "H", "H", "H", "H", "H", "H", "H", "H", "H", "C", "C", "C", "O", "C", "N", "H", "H", "H", "H", "H", "H", "H", "H", "H", "H", "H", "C", "C", "C", "O", "C", "N", "H", "H", "H", "H", "H", "H", "H", "H", "H", "H", "H", "C", "C", "C", "O", "C", "N", "H", "H", "H", "H", "H", "H", "H", "H", "H", "H", "H"], "coordinates": [[-0.251, 0.633, 0.139], [2.397, 0.016, 3.071], [3.401, 0.740, 2.357], [1.264, 0.094, 2.305], [3.025, -1.426, 3.447], [3.282, -2.133, 2.363], [4.134, -1.276, 4.146], [2.282, -2.198, 4.205], [4.209, 1.724, 3.052], [4.991, 2.513, 1.950], [4.310, 3.135, 1.370], [5.710, 3.162, 2.450], [5.482, 1.931, 1.169], [4.948, 1.263, 3.708], [3.482, 2.364, 3.551], [2.156, 0.611, 3.953], [-3.721, -0.328, -1.212], [-3.838, -0.796, 0.163], [-2.376, 0.090, -1.361], [-4.181, -1.458, -2.283], [-5.489, -1.731, -2.238], [-3.899, -1.068, -3.500], [-3.544, -2.651, -2.131], [-5.009, -1.289, 0.720], [-4.793, -1.349, 2.314], [-5.518, -2.075, 2.681], [-3.740, -1.507, 2.545], [-5.041, -0.384, 2.755], [-5.265, -2.249, 0.270], [-5.865, -0.624, 0.608], [-4.405, 0.509, -1.352], [0.200, -3.564, 1.417], [-1.145, -3.240, 0.757], [-2.388, -4.042, 1.241], [-2.301, -5.423, 1.093], [-2.222, -5.867, -0.270], [-1.459, -1.823, 1.001], [1.007, -2.874, 1.169], [0.450, -4.609, 1.236], [0.016, -3.367, 2.473], [-1.100, -3.365, -0.325], [-3.335, -3.782, 0.767], [-2.583, -3.750, 2.273], [-1.299, -5.602, -0.786], [-3.027, -5.405, -0.842], [-2.296, -6.951, -0.191], [-2.318, -1.582, 0.528], [-1.672, -1.753, 1.986], [3.793, 2.305, -1.904], [3.267, 0.952, -1.478], [4.457, 0.023, -1.096], [3.895, -1.234, -0.793], [4.833, -2.247, -0.456], [2.376, 1.125, -0.377], [4.298, 2.254, -2.868], [4.493, 2.750, -1.197], [2.987, 2.993, -2.160], [2.786, 0.549, -2.369], [5.060, 0.500, -0.323], [4.959, -0.045, -2.061], [4.254, -3.152, -0.274], [5.459, -2.073, 0.419], [5.448, -2.418, -1.340], [2.534, 0.288, 0.166], [2.953, 1.817, 0.079], [0.455, 4.394, -3.007], [-0.021, 3.856, -1.663], [-1.395, 4.480, -1.196], [-2.501, 4.040, -1.971], [-3.717, 4.445, -1.535], [-0.140, 2.436, -1.799], [1.289, 3.783, -3.354], [0.799, 5.428, -2.982], [-0.284, 4.358, -3.808], [0.749, 4.060, -0.919], [-1.331, 5.568, -1.224], [-1.625, 4.296, -0.147], [-4.408, 4.072, -2.292], [-3.817, 5.528, -1.457], [-4.008, 3.894, -0.641], [0.471, 2.096, -2.527], [-1.031, 2.370, -2.270], [0.267, -0.714, -3.280], [0.185, -1.869, -2.273], [1.027, -3.125, -2.683], [0.939, -4.025, -1.614], [1.648, -5.235, -1.840], [0.778, -1.393, -1.057], [1.286, -0.401, -3.507], [-0.322, 0.142, -2.950], [-0.145, -1.089, -4.217], [-0.846, -2.158, -2.068], [2.043, -2.802, -2.910], [0.621, -3.531, -3.609], [1.136, -5.772, -2.639], [1.516, -5.809, -0.923], [2.701, -5.134, -2.106], [0.862, -2.305, -0.632], [1.733, -1.264, -1.359], [-3.590, 2.628, 2.678], [-2.426, 2.328, 1.749], [-1.175, 3.188, 2.142], [-0.086, 2.935, 1.292], [1.164, 3.571, 1.637], [-2.184, 0.911, 1.841], [-3.381, 2.335, 3.707], [-4.494, 2.116, 2.347], [-3.798, 3.698, 2.691], [-2.693, 2.578, 0.722], [-0.881, 2.920, 3.157], [-1.384, 4.257, 2.093], [1.101, 4.645, 1.813], [1.906, 3.354, 0.869], [1.565, 3.218, 2.587], [-3.025, 0.405, 1.607], [-2.057, 0.662, 2.812]], "lowdin_spin": [-0.0019, 0.0883, 0.0075, 0.7942, 0.0306, 0.0060, 0.0050, 0.0043, 0.0005, 0.0002, 0.0000, 0.0000, 0.0001, 0.0005, 0.0006, 0.0490, 0.0000, 0.0001, 0.0004, 0.0000, 0.0000, 0.0000, 0.0000, 0.0000, 0.0000, 0.0000, 0.0000, 0.0000, 0.0000, 0.0000, 0.0000, 0.0005, 0.0002, 0.0003, 0.0001, 0.0000, 0.0020, 0.0005, 0.0000, -0.0001, 0.0000, 0.0000, 0.0000, 0.0000, 0.0000, 0.0000, 0.0001, -0.0001, 0.0003, 0.0004, 0.0001, 0.0003, 0.0000, 0.0030, 0.0001, 0.0000, 0.0000, 0.0000, 0.0000, 0.0000, 0.0000, 0.0000, 0.0000, 0.0021, -0.0001, 0.0000, 0.0000, 0.0000, 0.0000, 0.0000, 0.0001, 0.0000, 0.0000, 0.0000, 0.0000, 0.0000, 0.0000, 0.0000, 0.0000, 0.0000, 0.0000, 0.0000, 0.0000, 0.0002, 0.0001, 0.0000, 0.0000, 0.0010, 0.0000, 0.0000, 0.0000, 0.0000, 0.0000, 0.0000, 0.0000, 0.0000, 0.0000, -0.0001, -0.0001, 0.0001, 0.0000, 0.0002, 0.0014, 0.0003, 0.0013, 0.0000, 0.0000, 0.0000, 0.0000, 0.0001, 0.0000, 0.0000, 0.0000, 0.0002, 0.0001, 0.0000], "lumo_ev": [-2.142, -6.197], "orbital_gap_ev": [8.230, 4.173], "spin_multiplicity": 2, "charge": 1}

=====

[2]
{"formula": "C2H7N3S", "method": "ωB97M-V/def2-TZVPD", "symbols": ["H", "N", "C", "C", "S", "N", "N", "H", "H", "H", "H", "H", "H"], "coordinates": [[0.798, 1.861, -0.124], [-0.131, 1.439, -0.170], [-0.094, 0.171, -0.086], [1.197, -0.653, -0.154], [2.818, 0.199, -0.121], [-1.268, -0.586, -0.169], [-2.431, 0.137, -0.030], [1.198, -1.451, 0.584], [1.237, -1.072, -1.149], [2.958, 0.086, 1.215], [-1.290, -1.566, -0.091], [-2.429, 0.912, -0.643], [-2.563, 0.523, 0.939]], "lowdin_charge": [0.0072, 0.1052, -0.4920, -0.4950, 0.7095, -0.0732, -0.0146, 0.0697, 0.0558, -0.1356, 0.1116, 0.0487, 0.1027], "relative_energy_ev": 1.000, "lumo_ev": 0.682, "orbital_gap_ev": 9.793, "smiles": "[H]/N=C(\\CS)NN", "charge": 0}

=====

[3]
{"formula": "C40H49N9O4P2S7Sr", "method": "ωB97M-V/def2-TZVPD", "symbols": ["Sr", "N", "C", "S", "N", "N", "C", "C", "C", "C", "C", "C", "C", "O", "H", "H", "H", "H", "H", "H", "H", "S", "C", "S", "C", "C", "S", "S", "S", "N", "P", "C", "C", "C", "C", "C", "C", "C", "C", "C", "C", "C", "C", "C", "C", "C", "C", "C", "N", "H", "H", "H", "H", "H", "H", "H", "H", "H", "H", "H", "H", "H", "H", "H", "C", "O", "P", "O", "C", "O", "C", "H", "H", "H", "H", "H", "H", "H", "H", "H", "N", "C", "N", "C", "C", "C", "C", "C", "H", "H", "H", "H", "H", "H", "H", "H", "H", "H", "C", "N", "C", "S", "N", "C", "H", "H", "H", "H", "H", "H", "H", "H"], "coordinates": [[0.060, -0.728, 1.172], [-0.618, -5.760, 0.403], [-0.509, -4.370, 0.392], [0.554, -3.720, 1.587], [-1.195, -3.808, -0.562], [-1.146, -2.430, -0.626], [-1.445, -1.981, -1.778], [-1.590, -0.539, -2.150], [-3.080, 0.986, -3.048], [-2.381, 2.251, -3.370], [-1.059, 2.438, -3.132], [-0.104, 1.556, -2.548], [-0.284, 0.287, -1.994], [0.598, -0.243, -1.262], [-0.434, -6.154, 1.312], [-1.467, -6.085, -0.038], [-1.651, -2.711, -2.564], [-4.127, 1.005, -3.350], [-2.966, 3.059, -3.791], [-0.660, 3.413, -3.408], [0.877, 1.970, -2.333], [0.969, -4.380, 7.391], [0.535, -3.230, 6.252], [1.538, -1.925, 5.780], [0.502, -1.180, 4.572], [-0.703, -1.788, 4.403], [-2.022, -1.402, 3.327], [-0.956, -3.199, 5.419], [1.176, 0.224, 3.774], [3.791, -0.785, -0.837], [2.787, -1.867, 0.073], [4.010, -2.684, 1.163], [5.150, -3.338, 0.702], [6.050, -3.893, 1.597], [5.815, -3.800, 2.966], [4.686, -3.147, 3.434], [3.788, -2.586, 2.533], [2.563, -3.105, -1.263], [2.580, -4.475, -1.008], [2.287, -5.382, -2.015], [1.978, -4.936, -3.293], [1.954, -3.574, -3.555], [2.237, -2.664, -2.546], [3.645, 0.577, -0.756], [4.143, 1.415, -1.770], [3.989, 2.774, -1.631], [3.346, 3.282, -0.503], [2.880, 2.371, 0.430], [3.023, 1.056, 0.318], [4.263, -1.128, -1.662], [5.326, -3.429, -0.365], [6.933, -4.405, 1.231], [6.515, -4.241, 3.666], [4.489, -3.071, 4.496], [2.914, -2.060, 2.902], [2.786, -4.830, -0.007], [2.278, -6.441, -1.790], [1.739, -5.646, -4.075], [1.690, -3.214, -4.543], [2.161, -1.600, -2.738], [4.618, 0.987, -2.644], [4.362, 3.442, -2.398], [3.220, 4.345, -0.358], [2.357, 2.700, 1.322], [-4.628, 3.204, 0.403], [-4.377, 3.042, 1.790], [-3.698, 1.588, 2.219], [-5.067, 0.729, 2.004], [-4.953, -0.690, 1.866], [-3.736, 1.860, 3.813], [-2.492, 1.863, 4.523], [-4.894, 4.249, 0.238], [-5.460, 2.571, 0.080], [-3.750, 2.960, -0.202], [-5.856, -1.032, 1.360], [-4.864, -1.166, 2.841], [-4.083, -0.966, 1.267], [-2.536, 1.106, 5.303], [-2.351, 2.853, 4.963], [-1.646, 1.615, 3.878], [-0.265, 1.918, 0.833], [-0.634, 2.992, 0.654], [-1.072, 4.226, 0.422], [-1.730, 4.910, 1.543], [-0.716, 5.597, 2.447], [0.172, 6.536, 1.634], [0.846, 5.777, 0.493], [-0.186, 5.073, -0.382], [-2.340, 4.185, 2.079], [-2.409, 5.649, 1.105], [-0.104, 4.833, 2.937], [-1.245, 6.140, 3.234], [0.924, 7.002, 2.273], [-0.442, 7.345, 1.219], [1.519, 5.022, 0.912], [1.451, 6.447, -0.123], [0.285, 4.444, -1.137], [-0.818, 5.806, -0.893], [-0.512, -1.161, -4.832], [-1.567, -0.168, -4.703], [-2.374, -0.317, -3.509], [-2.883, 0.445, -1.263], [-3.374, -1.330, -3.836], [-4.329, -1.828, -2.857], [0.104, -0.905, -5.694], [-0.925, -2.158, -5.017], [0.143, -1.230, -3.954], [-1.150, 0.755, -4.677], [-2.919, -2.098, -4.307], [-5.012, -1.035, -2.555], [-3.893, -2.251, -1.946], [-4.917, -2.606, -3.349]], "lowdin_charge": [0.8384, 0.0203, -0.8914, 0.5268, -0.0296, -0.0407, -0.1726, -0.4600, -0.4053, -0.1659, -0.1763, -0.0893, -0.4721, -0.2288, 0.0499, 0.0670, 0.1168, 0.1016, 0.0764, 0.0898, 0.0876, 0.3534, -1.5473, 0.8298, -1.2168, -1.2073, 0.3808, 0.8490, 0.3047, -0.1134, 0.9888, -0.3609, -0.1085, -0.1067, -0.1023, -0.0701, -0.0985, -0.3498, -0.1210, -0.0876, -0.1029, -0.0996, -0.1072, -0.3972, -0.0335, -0.1006, -0.1007, -0.1560, 0.1191, 0.0934, 0.1001, 0.0892, 0.0918, 0.0980, 0.0538, 0.0871, 0.0972, 0.0905, 0.0893, 0.0894, 0.1003, 0.0965, 0.0748, 0.0965, -0.1795, -0.3716, 0.8046, -0.3474, -0.1788, -0.3371, -0.1701, 0.0757, 0.0767, 0.0389, 0.0772, 0.0514, 0.0337, 0.0756, 0.0728, 0.0224, 0.1712, -0.2677, -0.0687, -0.1468, -0.1720, -0.2039, -0.1865, -0.1425, 0.1001, 0.1278, 0.1230, 0.1117, 0.1055, 0.1094, 0.0934, 0.1106, 0.1129, 0.1250, -0.1084, -0.0139, -0.5270, 0.9820, -0.0391, -0.1451, 0.0806, 0.0732, 0.0607, 0.0767, 0.0860, 0.0599, 0.0631, 0.0765], "relative_energy_ev": 0.000, "lumo_ev": 3.733, "orbital_gap_ev": 5.001, "charge": -2}

=====

[4]
{"formula": "C3H5NO2", "method": "ωB97M-V/def2-TZVPD", "symbols": ["N", "C", "O", "C", "C", "O", "H", "H", "H", "H", "H"], "coordinates": [[-1.348, 0.841, 0.417], [-0.967, -0.466, 0.429], [-1.673, -1.359, 0.858], [0.401, -0.793, -0.132], [1.351, 0.182, -0.675], [1.511, -0.333, 0.632], [-0.723, 1.587, 0.164], [-2.201, 1.077, 0.902], [0.465, -1.831, -0.453], [2.084, -0.148, -1.410], [1.100, 1.243, -0.731]], "lowdin_charge": [0.1756, -0.4851, 0.0645, -0.2026, -0.1152, -0.0113, 0.0891, 0.1146, 0.1503, 0.1157, 0.1043], "relative_energy_ev": 1.521, "lumo_ev": 0.805, "orbital_gap_ev": 10.883, "smiles": "NC(=O)[C@H]1CO1", "charge": 0}